65
Properties=species:S:1:pos:R:3:forces:R:3 method="wB97M-V/def2-TZVPD" de_lowest_kcal_mol=0.00 total_charge=-1 e_homo_ev="-4.28 / -4.30" total_energy_ev=-159139.36230 spin_multiplicity=5 lumo_energy_ev="2.152 / 2.126" homo_lumo_gap_ev="6.4 / 6.4"
Fe -1.911873 -1.188530 0.037017 -0.6684 0.8031 1.9272
O -0.904225 -4.773660 1.916643 0.6330 -0.3884 -1.3672
C -1.567050 -3.637312 1.729777 -0.2796 -0.0740 0.1856
O -1.863121 -3.202874 0.628053 0.2751 -0.3198 0.6356
C -1.985994 -3.079236 3.089625 0.2269 1.0837 -1.0457
O -2.839414 -1.949446 2.900563 0.7793 -0.3253 0.3047
C -2.450290 -0.705090 3.537655 0.3854 -0.8399 -0.0438
C -1.775429 0.368521 2.658256 0.9757 0.8726 -0.2359
O -1.396791 1.371601 3.282815 -0.7590 -1.1737 -0.9432
O -1.616615 0.200775 1.365364 -0.2991 -0.0833 1.7102
H -0.505839 -5.096161 1.056098 -0.6635 0.6395 1.1265
H -1.041665 -2.844738 3.600584 -0.2093 0.1539 -0.0310
H -2.461504 -3.910723 3.609736 -0.3292 0.1445 0.1654
H -1.790509 -0.886886 4.409632 -0.1678 0.0172 -0.5689
H -3.368546 -0.301687 3.940893 -0.2394 0.3127 -0.0507
O 7.804432 -2.867963 1.851940 -0.5365 -0.3783 0.4029
C 6.733047 -3.481463 2.464662 -0.5979 -0.6473 0.7558
O 6.920963 -4.325982 3.331610 0.1792 1.2024 -1.3654
C 5.351225 -3.044324 2.054674 0.1223 -0.4046 0.1619
C 4.219099 -3.610075 2.703723 0.5612 0.1710 -0.1753
C 2.946825 -3.148474 2.409625 0.3386 -0.8494 0.5667
C 2.685311 -2.048018 1.583415 1.2269 -0.2193 -0.3593
S 1.123772 -1.387661 1.510388 -0.9746 0.3356 -0.2235
C 3.815679 -1.552111 0.883878 0.3329 -0.2813 0.3164
C 5.102407 -2.077559 1.077688 -0.4832 0.9200 -0.0931
H 7.486205 -2.161166 1.272807 -0.0584 -0.2032 0.1277
H 4.397758 -4.399883 3.449696 -0.1867 0.4065 -0.4772
H 2.075703 -3.629229 2.839328 0.1063 -0.0004 0.2874
H 3.671820 -0.695817 0.242693 0.0448 -0.0128 -0.2533
H 5.908119 -1.617673 0.474361 -0.4163 -0.2974 0.3799
N 0.150139 0.278795 -5.482225 -0.4818 -3.0084 2.9738
C 0.070739 -0.583192 -4.653053 0.6338 1.9273 -2.2500
N 0.089024 -1.633901 -3.794240 -0.2438 1.3429 -0.3522
C -0.509926 -1.433901 -2.674980 -2.0492 0.1647 2.6632
N -1.126891 -1.326071 -1.647360 2.7043 -0.6440 -4.7684
C -3.445589 2.941562 0.353466 -0.3914 -0.2801 0.7265
N -3.253889 2.437382 -1.009228 -0.7109 -0.6018 -1.5403
C -2.753580 3.106193 -2.143389 0.3380 -0.0232 0.8817
C -2.811307 2.255672 -3.187346 0.1094 -0.4233 -0.8266
N -3.403082 1.072834 -2.748047 -0.2834 0.1271 0.5257
C -3.676108 -0.144465 -3.570808 0.0718 0.0300 1.0154
C -3.700451 1.210917 -1.425186 0.9786 -0.3127 0.1720
Se -4.337375 -0.186256 -0.329811 -0.2481 0.1928 -0.1533
H -3.088612 3.977388 0.446944 0.0200 -0.4666 -0.2815
H -2.908013 2.284093 1.073952 -0.2222 0.5154 -0.5988
H -4.532336 2.911456 0.622024 0.8817 0.0169 -0.3537
H -2.290304 4.087108 -2.083485 -0.1864 -0.3253 0.0743
H -2.418808 2.351560 -4.214160 -0.3674 -0.0172 0.8687
H -2.789602 -0.342812 -4.179459 -0.1758 -0.0306 0.1367
H -4.540900 0.030728 -4.209790 0.0425 0.1006 -0.0022
H -3.912883 -1.006979 -2.881869 0.4675 1.0997 -0.7094
N 0.568429 1.249145 -0.546122 -0.3175 0.0970 0.5809
C 0.751255 2.519979 -0.992994 -0.3073 0.7528 0.4644
C 1.164423 2.730390 -2.317301 0.3909 0.1498 -0.0483
C 1.370767 4.028939 -2.773286 -0.4736 -0.1117 0.5855
C 1.160408 5.130076 -1.946242 -0.2904 0.2830 -0.1627
C 0.681480 4.928275 -0.658326 -0.0098 0.3627 0.0236
C 0.469020 3.666777 -0.166216 0.2993 -1.1791 -0.4906
H 1.057075 0.502151 -1.011620 -0.0862 -0.0442 0.2481
H 0.313275 1.087708 0.428542 0.2747 -0.1297 -0.4710
H 1.384318 1.864064 -2.969452 -0.3118 0.5841 0.3800
H 1.597858 4.165525 -3.803762 0.4611 0.1661 -0.6389
H 1.286429 6.161189 -2.263737 0.1177 -0.2424 -0.3261
H 0.457508 5.789016 -0.022891 0.1622 -0.2229 -0.1411
H 0.164006 3.571494 0.868259 -0.1151 -0.4143 -0.0257

=====

51
Properties=species:S:1:pos:R:3:forces:R:3 method="wB97M-V/def2-TZVPD" de_lowest_kcal_mol=72.99 total_charge=+1 e_homo_ev=-11.53 total_energy_ev=-28264.97110 spin_multiplicity=1 lumo_energy_ev=-5.081 homo_lumo_gap_ev=6.5
C 0.392337 -1.309514 2.301012 0.0608 -0.1074 -0.2002
N 0.810884 -2.516159 1.565091 -0.7915 0.7888 0.7703
C 1.907275 -2.304786 0.631104 0.0928 -0.0451 -0.5981
N -0.233573 -3.246269 1.016294 -0.7380 0.4316 -0.4921
C -1.456576 -2.954975 1.305939 0.6782 -0.0704 0.1574
H 1.227206 -0.601780 2.365724 -0.3026 -0.2675 0.0366
H -0.451110 -0.807564 1.787302 0.4373 -0.0818 0.2635
H 0.081136 -1.620802 3.309411 -0.1241 0.3600 -0.1836
H 2.433451 -1.377009 0.892374 -0.1098 -0.3640 -0.0162
H 2.617310 -3.136147 0.686745 -0.0653 0.0731 -0.1123
H 1.548252 -2.210333 -0.406769 0.0764 -0.0608 0.3711
H -2.261025 -3.461271 0.747967 0.6487 -0.0123 0.4696
H -1.751956 -2.198093 2.058852 0.0638 -0.5334 -0.5612
C 7.799218 -4.094791 0.812062 -0.3167 0.1804 0.3641
C 6.948472 -5.157818 1.142970 -0.0254 0.0358 0.2004
C 5.814684 -4.944416 1.925044 0.0612 0.2823 -0.0740
C 5.492100 -3.653786 2.403359 0.5325 -0.1603 -0.2468
C 4.267902 -3.395988 3.175882 -0.5745 -0.2496 -0.0336
C 3.137329 -4.212809 2.945075 0.5638 0.1223 -0.3862
C 1.824057 -4.028370 3.357069 -0.2701 -0.2850 0.9702
C 0.810861 -5.058164 3.255802 -0.2443 -0.5539 -0.1086
C -0.244907 -5.097811 4.201247 0.3921 0.0751 -0.1358
C -1.035258 -6.236999 4.334794 0.0825 -0.1541 -0.0896
C -0.817991 -7.347670 3.502963 0.2440 0.5607 0.0144
C 0.156393 -7.277196 2.497503 0.1363 0.1613 -0.0004
C 0.948025 -6.139915 2.359549 -0.0168 -0.1332 0.3612
C 4.281785 -2.304767 4.159385 0.1793 0.5420 0.2642
C 3.154948 -1.488454 4.359820 0.0310 0.2453 -0.1901
C 3.165338 -0.461050 5.298170 0.0529 -0.1783 0.0369
C 4.300626 -0.231319 6.079989 -0.0001 -0.3113 -0.0558
C 5.450897 -1.009127 5.879552 -0.4542 -0.0350 -0.0479
C 5.442123 -2.031378 4.934601 -0.1703 -0.0433 -0.3281
C 6.362522 -2.587755 2.061659 -0.0968 -0.1162 0.0057
C 7.492751 -2.805200 1.273951 0.0233 -0.2997 0.0638
H 8.708019 -4.274852 0.231440 -0.3881 0.0878 0.1667
H 7.189573 -6.173335 0.825870 -0.0729 0.3219 0.0367
H 5.180065 -5.784709 2.201609 0.2687 0.1063 -0.0937
H 3.313560 -5.108268 2.340952 -0.0287 0.5219 0.0445
H 1.572363 -3.236245 4.064447 0.1224 -0.3001 -0.3031
H -0.374981 -4.246577 4.877172 -0.0033 -0.3319 -0.1753
H -1.790382 -6.285283 5.123225 0.2254 0.0557 -0.3347
H -1.393320 -8.261369 3.644169 0.0954 0.2558 -0.0622
H 0.340936 -8.129965 1.843826 -0.1786 0.2380 0.1464
H 1.725088 -6.096184 1.595298 -0.3308 -0.1288 0.1321
H 2.281483 -1.608056 3.714613 0.6018 0.1607 0.4164
H 2.265241 0.142731 5.418237 0.3129 -0.0683 0.0324
H 4.276724 0.526455 6.864283 0.0882 -0.1254 -0.3282
H 6.343719 -0.825393 6.475537 -0.2219 -0.0760 -0.1645
H 6.344424 -2.626091 4.781898 -0.3222 0.0955 0.0894
H 6.133406 -1.573622 2.396272 0.0673 -0.3492 -0.0987
H 8.162195 -1.971881 1.049704 -0.2920 -0.2594 0.0070

=====

52
Properties=species:S:1:pos:R:3:forces:R:3 method="wB97M-V/def2-TZVPD" de_lowest_kcal_mol=12.78 total_charge=+1 e_homo_ev=-11.30 total_energy_ev=-30314.79260 spin_multiplicity=1 lumo_energy_ev=-3.675 homo_lumo_gap_ev=7.6
C -2.914413 1.108200 -1.379175 0.0417 0.4102 -0.5634
C -2.551173 0.508697 -0.091910 -0.6903 -0.9105 1.3775
N -3.491534 0.049061 0.771620 0.2461 0.4497 -1.2046
C -4.930426 0.040260 0.520073 -0.3145 -0.0936 -0.1416
C -2.905620 -0.442615 1.942114 0.5322 0.4836 0.2543
C -1.503412 -0.257799 1.830349 -0.7454 -0.5253 0.1243
C -0.730233 -0.651878 2.923659 -0.0667 -0.1390 0.4589
C -1.366314 -1.136683 4.085567 0.0405 0.1501 -0.5639
C -2.762034 -1.285797 4.163004 -0.0651 0.1953 -0.5170
C -3.564940 -0.912759 3.076772 0.4750 -0.1755 0.0242
C -1.266754 0.353034 0.502157 0.2897 -0.0505 -0.1069
C -0.102817 0.868085 -0.081447 -1.4875 1.2797 -0.8675
C 1.061277 1.142482 0.730354 1.6348 0.4996 0.7408
C 0.842197 1.778593 1.977644 -0.2854 -0.1613 -0.2313
C 1.888910 2.127422 2.816499 0.0950 -0.1411 -0.2386
C 3.204782 1.798906 2.454753 -0.2143 0.1036 -0.0512
C 4.350149 2.060327 3.381404 0.1799 0.0570 0.0264
C 3.449715 1.228739 1.201301 -0.1281 0.1219 -0.0105
C 2.403545 0.942699 0.332264 -0.5638 -0.0926 0.0384
H -2.027840 1.598634 -1.783078 -0.2562 0.0362 -0.1347
H -3.263840 0.385689 -2.134216 0.0387 0.0920 0.3998
H -3.696003 1.865021 -1.228463 0.1480 -0.1716 -0.1558
H -5.422603 -0.429268 1.378179 0.1018 0.1690 -0.4003
H -5.347479 1.052168 0.395722 0.3455 -0.2834 0.1023
H -5.164306 -0.543593 -0.383775 0.1390 0.1726 0.3367
H 0.354055 -0.553427 2.874922 -0.3275 -0.0953 0.2199
H -0.766975 -1.382582 4.959143 -0.0470 -0.0628 -0.2609
H -3.228028 -1.702767 5.058222 0.2118 0.2558 -0.2496
H -4.655061 -0.978078 3.094702 0.4612 -0.1060 0.2076
H -0.208440 1.395294 -1.060490 -0.1024 -0.2099 1.5754
H -0.189943 1.990893 2.270030 0.4287 0.0335 -0.0380
H 1.681579 2.650995 3.758676 0.1277 -0.3072 -0.4049
H 5.283505 1.836131 2.859599 0.0007 0.1164 0.2468
H 4.365161 3.102798 3.718524 0.0214 -0.1827 -0.0511
H 4.288036 1.421395 4.268662 0.0150 0.0975 -0.1001
H 4.488627 1.031052 0.908451 -0.5220 0.0264 0.0620
H 2.594702 0.519818 -0.650711 0.0824 0.0272 0.3238
C 2.122021 -2.378126 -6.213947 0.0558 -0.1309 0.1197
O 1.724057 -2.854877 -4.911536 -0.2264 1.2378 0.8077
C 1.456071 -1.933272 -3.933176 0.3562 -0.2377 -0.5829
C 0.989889 -2.427776 -2.701092 -0.1218 0.3184 -0.1658
C 0.616917 -1.528973 -1.709508 0.5213 -0.4622 -0.8566
N 0.742977 -0.216639 -1.883719 0.2108 -0.2176 -0.1859
C 1.250783 0.277204 -3.022616 0.0885 -0.5615 -0.0199
C 1.642572 -0.543842 -4.084688 -0.2413 0.0425 0.2342
H 2.166099 -3.309503 -6.786238 0.0894 0.4529 -0.1225
H 1.381593 -1.681395 -6.655349 0.2777 -0.4167 0.3308
H 3.117029 -1.892507 -6.184608 -0.4725 -0.2887 0.0499
H 0.911918 -3.493232 -2.556323 -0.0663 -0.1040 -0.0104
H 0.233856 -1.870796 -0.744802 0.0591 0.0859 -0.2672
H 1.375569 1.368961 -3.088742 -0.1144 -0.5158 0.0729
H 2.072595 -0.094372 -4.984759 -0.2568 -0.2715 0.3688